No. 1
Formula: C8H16I2InLaN2O
Source: OMol25
Level of theory: ωB97M-V/def2-TZVPD

Structure (XYZ):
```
31
Properties=species:S:1:pos:R:3
La -1.08257 -5.18990 -2.90146
I 2.29359 0.22331 3.93336
I -1.35624 -3.34302 -0.63837
In -0.66114 -0.69308 0.05281
O 2.54634 1.40578 -2.26207
N 0.97513 3.03471 -1.79535
N -3.61956 1.75953 0.43246
C 1.69110 -1.60022 2.91219
C 1.53564 -0.41587 0.50021
C -2.04233 0.12279 1.65976
C 0.24067 0.59060 -2.69834
C 2.18982 -1.56629 1.39390
C -3.39036 0.53724 0.87567
C -1.09474 0.57476 -1.81726
C 1.31676 1.68681 -2.22887
H 2.23182 -2.48425 3.40852
H 1.83009 3.40218 -1.33680
H -2.79451 2.32462 0.70204
H -4.21396 -0.22160 0.63855
H 0.02363 0.77776 -3.79940
H 0.23439 3.02197 -1.07626
H 0.57595 -1.83037 3.01702
H -1.99305 0.09531 -2.31781
H 1.74172 0.64674 0.89177
H -2.37178 -0.67920 2.40981
H 0.75712 -0.42284 -2.52617
H 2.05294 -2.60446 0.92157
H -1.65757 1.07099 2.15001
H -1.35844 1.60684 -1.38708
H 2.07335 -0.45413 -0.51843
H 3.32620 -1.37670 1.40403
```

Properties
HOMO level   -13.32 eV
Total charge   +2

No. 2
Formula: CH4OP2
Source: OMol25
Level of theory: ωB97M-V/def2-TZVPD

Structure (XYZ):
```
8
Properties=species:S:1:pos:R:3
P -1.70856 0.40681 -0.27107
P 0.07870 -0.91274 -0.00900
O 2.49073 0.35745 -0.18075
C 1.37587 0.47114 0.20876
H 1.12506 1.26861 0.78779
H -1.49691 0.50050 1.12829
H 0.43792 -1.26731 -1.30902
H -2.30280 -0.82446 -0.35501
```

Properties
HOMO level   -8.98 eV
SMILES string   O=C[PH]#[PH2]

No. 3
Formula: C4H12Cl2N3O7Sn2
Source: OMol25
Level of theory: ωB97M-V/def2-TZVPD

Structure (XYZ):
```
30
Properties=species:S:1:pos:R:3
Sn 13.15841 21.51885 3.24988
Sn 9.80186 18.97391 5.68063
Cl 14.51486 23.02058 9.14796
Cl 15.45748 20.85254 7.34308
O 11.35549 21.31602 5.50879
O 13.48724 23.93296 5.59547
O 7.97846 22.20261 9.70691
O 8.22908 21.36191 7.78264
O 11.48036 24.68440 5.89064
O 10.24834 22.69868 3.11696
O 8.92695 21.05020 3.49972
N 12.62449 24.55990 6.22672
N 8.63093 22.08078 8.71575
N 9.32665 22.18366 3.72381
C 14.17250 21.40781 8.42387
C 13.14499 25.26519 7.43342
C 9.93985 22.77677 8.58306
C 8.58077 23.09540 4.64531
H 7.59006 22.69078 4.82847
H 13.22414 21.49519 7.89792
H 11.62916 21.92688 6.20243
H 14.21801 25.13773 7.48926
H 10.21805 22.79396 7.53406
H 9.17954 23.16096 5.55241
H 12.95077 26.32519 7.26030
H 12.53610 24.94132 8.27214
H 9.77115 23.81721 8.85900
H 10.68343 22.32871 9.23808
H 14.03542 20.64964 9.19054
H 8.57442 24.07536 4.17507
```

Properties
HOMO level   -18.65 eV
Total charge   +3